15 unconnected molecules or ions with the total composition C83H163Cl17N8O8 in a non-equilibrium geometry. Source: the Open Molecules 2025 dataset; level of theory: ωB97M-V/def2-TZVPD.

XYZ file:
```
279
Properties=species:S:1:pos:R:3:forces:R:3
C 3.1050 4.2549 -1.0325 0.1 -0.8 0.9
C 1.7500 3.4628 -1.0367 0.0 2.8 -1.2
C 1.5446 3.1147 -2.5435 -0.7 -0.2 1.5
C 0.3655 2.2108 -2.6790 0.4 -1.8 -0.1
C 0.5776 0.9502 -1.7674 -1.6 1.3 -0.8
C 0.6603 1.2357 -0.2060 1.3 -1.7 -2.2
N 1.6990 2.3294 -0.0990 1.1 0.0 5.0
O 2.1987 2.5491 1.2589 -2.1 -0.6 -5.6
C -0.7679 1.5169 0.3176 0.9 0.9 -1.2
C 1.2081 -0.1372 0.3185 0.7 0.5 -0.6
C 0.6011 4.4932 -0.6219 0.4 -0.7 0.9
H 3.9385 3.6680 -1.4185 -0.2 -0.5 -0.1
H 3.4233 4.5406 -0.0299 -0.3 0.2 0.0
H 3.0878 5.1316 -1.6800 -0.5 0.0 0.1
H 1.3474 4.0270 -3.1063 0.4 0.2 0.2
H 2.3865 2.5702 -2.9712 0.3 0.3 0.2
H 0.4720 1.8486 -3.7015 -0.7 -0.2 -0.2
H -0.6340 2.6294 -2.5610 0.2 0.3 0.1
H 1.3520 0.3634 -2.2615 0.6 0.1 0.8
H -0.3203 0.3681 -1.9750 -0.2 -0.3 0.5
H -1.2907 2.0496 -0.4768 0.0 0.5 0.1
H -1.3580 0.6008 0.3452 0.4 -0.1 0.9
H -0.6780 2.1697 1.1858 -0.5 -0.5 0.3
H 1.2142 -0.3130 1.3942 -0.3 0.1 -0.2
H 0.7681 -0.9352 -0.2797 -1.1 -0.1 0.6
H 2.2100 -0.3190 -0.0705 0.6 0.7 0.4
H 0.8239 4.6858 0.4276 -0.1 0.4 0.1
H -0.4161 4.1016 -0.6177 0.1 -0.5 -0.2
H 0.5084 5.4448 -1.1454 0.7 -0.1 -0.3
C -1.6578 1.8820 -10.7344 0.1 0.1 -0.9
C -0.6707 2.2931 -11.8885 -1.6 1.2 -1.1
C -1.3885 1.8530 -13.3014 -1.4 0.4 2.1
C -2.5508 2.7602 -13.8598 2.2 -0.8 0.8
C -1.8961 4.1169 -13.9641 -1.6 -1.1 -0.7
C -1.4806 4.7033 -12.6306 1.7 1.3 -1.1
N -0.4494 3.8170 -11.9958 1.7 1.1 4.8
O 0.2212 4.4381 -10.7902 -2.9 -2.7 -5.1
C -0.7639 5.9915 -13.1058 1.0 0.4 0.4
C -2.5783 5.1348 -11.7254 -0.3 -0.6 1.1
C 0.6776 1.5567 -11.8064 -0.9 1.4 0.1
H -2.6529 2.3145 -10.8389 0.1 0.2 -0.3
H -1.3740 2.0834 -9.7015 0.6 0.0 -0.2
H -1.8232 0.8200 -10.9157 0.2 -0.2 0.5
H -0.5759 1.6763 -14.0062 -0.4 -0.2 -0.3
H -2.0128 1.0035 -13.0244 1.1 -1.0 -0.2
H -3.4452 2.7395 -13.2372 0.2 0.2 0.6
H -2.9426 2.3003 -14.7670 0.5 0.3 -0.5
H -2.6666 4.6822 -14.4884 0.5 1.1 0.2
H -0.9922 4.0382 -14.5681 -0.1 0.0 -0.3
H 0.2525 5.7499 -13.4168 0.0 -0.1 -0.2
H -1.2541 6.4714 -13.9528 -0.3 -0.2 0.1
H -0.6340 6.7573 -12.3411 -0.2 -0.2 0.2
H -2.1386 5.8171 -10.9980 -0.3 0.3 -0.1
H -3.3654 5.5899 -12.3266 -0.1 0.1 0.3
H -2.9413 4.3045 -11.1196 -0.5 0.0 -0.3
H 0.4951 0.5703 -12.2328 0.5 -0.2 0.4
H 1.0273 1.6140 -10.7756 0.1 -0.6 -0.1
H 1.3806 2.1332 -12.4077 0.1 -0.3 -0.2
C -5.4370 -9.1297 1.1297 -0.2 -0.8 -1.4
C -5.7102 -7.8809 0.2556 0.6 1.5 2.2
C -5.1008 -6.7322 1.1772 -0.7 0.9 0.0
C -4.8782 -5.3778 0.5217 0.0 0.1 -2.4
C -4.3722 -5.5210 -0.9439 1.5 -1.8 0.5
C -5.0087 -6.6378 -1.8480 -1.2 3.0 0.3
N -5.0889 -7.8571 -1.0817 -1.7 -4.8 -2.1
O -5.4602 -8.9903 -1.8787 1.4 3.9 2.9
C -6.3526 -6.0181 -2.2917 -1.3 -0.5 -0.2
C -4.2095 -6.8416 -3.1145 0.4 -0.2 -0.1
C -7.2041 -7.6167 0.1815 -1.2 -0.4 0.0
H -5.8840 -10.0403 0.7310 0.4 -0.1 -0.8
H -5.9640 -9.1447 2.0837 0.4 1.0 0.2
H -4.3565 -9.2356 1.2259 -0.1 -0.3 0.2
H -5.8824 -6.4766 1.8925 -0.1 -0.6 0.3
H -4.2447 -6.9771 1.8059 0.2 -0.6 -0.5
H -4.1099 -4.7665 0.9952 -0.3 -0.1 0.5
H -5.8119 -4.8163 0.4900 0.0 0.1 0.2
H -3.3766 -5.9560 -0.8572 0.6 0.3 0.3
H -4.2015 -4.5711 -1.4505 -0.6 -0.1 -0.2
H -7.0768 -5.7068 -1.5389 0.6 0.2 0.5
H -6.1663 -5.1380 -2.9073 0.2 -0.1 -0.1
H -6.9873 -6.7003 -2.8573 0.4 -0.3 -0.5
H -3.3371 -7.4594 -2.9016 0.0 -0.1 -0.2
H -4.8248 -7.2981 -3.8898 0.1 -0.3 0.2
H -3.8640 -5.8926 -3.5244 0.0 0.2 0.2
H -7.5500 -6.5831 0.1881 0.5 0.1 0.0
H -7.6613 -8.0694 1.0614 -0.1 0.0 0.0
H -7.6767 -8.0747 -0.6873 0.2 -0.2 0.0
C -10.1277 -1.8210 4.0733 -0.1 -0.1 0.3
C -9.4812 -0.8277 5.2018 -1.2 -1.6 -1.9
C -10.3378 0.4212 5.2224 -1.9 0.8 0.4
C -11.6688 0.2733 6.0020 0.5 -0.1 0.6
C -11.5428 -0.3409 7.4752 0.7 1.8 -3.3
C -10.7254 -1.6696 7.4462 -1.7 1.4 0.1
N -9.4354 -1.4914 6.5203 2.4 -4.1 2.4
O -8.3702 -2.5327 6.7327 -4.8 4.5 -1.1
C -10.4484 -1.9663 8.8947 2.2 -0.6 0.8
C -11.7440 -2.7610 7.0438 1.6 0.0 -1.4
C -8.1691 -0.3628 4.6135 1.4 0.1 0.5
H -9.7253 -2.8327 4.0221 0.9 0.2 0.3
H -10.0722 -1.3793 3.0783 0.6 0.2 0.1
H -11.1832 -2.0927 4.0863 -0.4 0.7 1.0
H -9.8001 1.3500 5.4132 0.3 -0.3 0.9
H -10.7203 0.6594 4.2299 0.4 -0.5 -0.5
H -12.3238 -0.2602 5.3131 -0.1 -0.8 0.5
H -12.1933 1.2278 6.0449 0.3 0.3 0.3
H -12.5803 -0.3286 7.8091 0.2 -1.0 0.5
H -11.0524 0.4548 8.0359 0.3 -0.2 0.3
H -9.9421 -1.1676 9.4367 0.0 0.2 -0.2
H -11.3000 -2.2494 9.5133 -0.4 0.2 -0.6
H -9.7725 -2.8194 8.9542 0.1 -0.1 0.0
H -11.9707 -2.6956 5.9797 -0.3 0.0 0.1
H -11.2090 -3.7012 7.1780 -0.5 -0.3 0.2
H -12.6485 -2.6328 7.6385 0.2 -0.3 0.0
H -7.3366 -1.0652 4.5734 -0.5 -0.5 -0.2
H -7.7327 0.4621 5.1767 -0.3 0.2 0.3
H -8.3679 0.0361 3.6187 0.0 -0.2 0.0
C 7.4433 -4.7236 7.0996 1.8 0.2 -0.9
C 7.4184 -3.1826 6.8933 -1.4 0.2 2.1
C 6.9239 -2.6306 8.2548 0.7 1.9 0.8
C 7.9101 -2.6838 9.4126 1.6 -0.9 0.0
C 9.2374 -1.9380 8.9787 -3.2 0.2 0.8
C 9.8096 -2.4922 7.6810 1.4 0.5 1.8
N 8.7898 -2.5974 6.5962 0.5 -2.1 -4.2
O 9.2646 -2.9472 5.2349 -1.6 1.4 5.8
C 10.8623 -1.4195 7.3056 0.1 -0.5 -0.1
C 10.5196 -3.8036 8.1276 0.3 -1.0 -2.1
C 6.3008 -2.7489 5.9303 1.1 -0.9 -1.1
H 7.7852 -4.9392 8.1119 -0.3 -0.1 0.0
H 8.2548 -5.0547 6.4516 -0.1 -0.5 -0.1
H 6.5721 -5.3298 6.8515 -0.3 0.6 0.0
H 6.8123 -1.5524 8.1404 -0.4 0.3 -0.4
H 5.9231 -2.9660 8.5267 0.1 -0.5 -0.2
H 8.1471 -3.7172 9.6658 0.2 -0.3 -0.2
H 7.5592 -2.3557 10.3910 -0.4 0.7 -0.3
H 9.9367 -1.8595 9.8111 0.4 -0.7 -0.3
H 8.9168 -0.9021 8.8682 0.0 0.3 -0.4
H 11.5546 -1.8054 6.5574 -0.5 0.5 -0.7
H 10.3108 -0.4933 7.1440 0.2 -0.1 -1.1
H 11.5379 -1.1044 8.1008 -0.2 -0.7 0.7
H 10.0418 -4.5661 8.7428 -0.6 0.7 0.5
H 10.6543 -4.3783 7.2113 0.4 -0.1 -0.3
H 11.5271 -3.6347 8.5077 -0.2 0.4 0.1
H 5.3833 -3.2957 6.1481 0.1 0.0 0.3
H 6.6425 -3.1091 4.9600 -0.3 0.3 -0.4
H 6.0614 -1.6863 5.8888 0.4 0.0 0.1
C 2.5094 -8.2251 0.7598 -0.7 -0.5 0.8
C 2.2146 -9.7392 0.8193 -0.4 -0.2 -1.5
C 1.8577 -10.0848 -0.6299 0.3 -0.7 -0.1
C 1.8073 -11.5849 -0.9223 -1.5 0.1 -0.8
C 3.0799 -12.2980 -0.6155 -0.2 1.5 0.0
C 3.4933 -11.9625 0.8731 2.4 -2.0 -2.1
N 3.3964 -10.5508 1.2027 0.3 1.4 5.1
O 3.8394 -10.2864 2.5485 -1.5 -0.9 -4.9
C 2.7654 -12.9477 1.7293 -1.9 -1.0 1.0
C 5.0080 -12.3246 0.8415 -0.4 0.5 0.5
C 0.9465 -10.0963 1.6590 0.9 -0.1 0.3
H 1.5411 -7.7669 0.5584 -0.1 0.2 0.2
H 3.1059 -7.9498 -0.1099 0.5 -0.2 0.4
H 2.8638 -7.8488 1.7195 0.3 0.1 -0.2
H 0.9533 -9.5113 -0.8332 -0.4 -0.5 -0.2
H 2.5633 -9.7217 -1.3772 0.5 0.4 0.3
H 1.6508 -11.6435 -1.9994 -0.4 -0.3 -0.1
H 1.0104 -12.1431 -0.4311 -0.4 0.4 0.0
H 3.7698 -11.9835 -1.3987 0.8 0.5 0.5
H 2.9783 -13.3542 -0.8650 0.0 -0.2 0.9
H 1.6815 -12.8374 1.6979 -0.2 0.4 -0.3
H 2.8580 -13.9606 1.3374 0.6 0.0 -0.2
H 2.9180 -13.0413 2.8046 0.9 0.6 0.0
H 5.1808 -13.1952 0.2089 -0.1 -0.1 0.3
H 5.5054 -11.4785 0.3673 0.3 -0.1 0.2
H 5.3565 -12.4927 1.8605 0.3 0.1 -0.2
H 1.2857 -10.1112 2.6947 -0.5 0.5 0.2
H 0.5313 -11.0890 1.4853 0.4 -0.1 -0.3
H 0.1104 -9.4376 1.4241 0.3 0.4 0.4
C 7.6876 7.9093 7.4814 -1.6 0.5 -0.8
C 8.4312 6.6184 7.2555 0.1 -0.5 1.4
C 7.6677 5.6115 6.3335 -0.6 0.2 1.5
C 7.7196 5.9107 4.9033 -0.8 1.3 -1.6
C 9.1035 6.1649 4.4749 1.2 0.0 -0.3
C 9.9048 7.2463 5.2930 0.8 -2.7 0.3
N 9.7561 7.0130 6.7483 2.5 3.1 2.7
O 10.5228 7.9510 7.6141 -3.3 -4.0 -3.7
C 11.3248 6.8886 4.9350 0.9 -0.1 -0.1
C 9.6053 8.6035 4.8102 -0.6 2.3 -1.7
C 8.5247 5.8819 8.5920 0.8 -0.3 1.9
H 7.9512 8.5061 8.3546 0.4 -0.4 0.0
H 6.6329 7.6411 7.5433 -0.2 0.2 0.3
H 7.7693 8.5588 6.6098 0.0 0.0 0.0
H 7.9221 4.5806 6.5800 0.5 0.0 -0.1
H 6.6305 5.7021 6.6562 -0.1 -0.1 0.2
H 7.1723 6.8305 4.6969 -0.4 0.2 0.2
H 7.2563 5.1780 4.2426 0.0 -0.3 0.3
H 9.1826 6.4768 3.4336 -0.2 0.2 -0.1
H 9.5925 5.1911 4.4476 0.6 0.0 0.5
H 11.3776 7.0385 3.8567 0.5 0.1 0.0
H 12.0690 7.4797 5.4687 -0.1 0.2 -0.2
H 11.5373 5.8369 5.1270 0.0 0.0 0.1
H 9.5214 9.4268 5.5196 -0.3 -0.4 0.2
H 10.3029 8.9942 4.0694 1.2 -0.3 0.5
H 8.8340 8.5976 4.0400 -1.3 0.0 0.8
H 9.3036 5.1208 8.6394 0.0 -0.2 -0.5
H 7.6323 5.4271 9.0220 -0.6 -0.3 -1.2
H 8.7305 6.4530 9.4973 0.6 1.0 -0.5
C -7.3422 2.9355 -6.7598 -0.3 -0.8 -1.3
C -7.5994 4.2794 -6.1330 0.6 0.6 1.0
C -6.1884 4.7904 -5.7281 0.5 -0.1 -0.1
C -6.0139 6.2574 -5.4003 -1.3 -0.1 0.3
C -6.6731 7.0975 -6.4681 0.5 0.0 -0.3
C -8.1004 6.6774 -6.8789 -0.3 0.2 -1.7
N -8.1824 5.2155 -7.1663 -4.3 -2.4 1.1
O -9.4764 4.7427 -7.6132 4.8 2.1 1.5
C -9.1507 7.2321 -5.8927 0.1 0.1 -0.3
C -8.2489 7.2890 -8.3067 -0.1 0.9 -0.4
C -8.3928 4.1174 -4.7856 -1.7 0.5 -0.7
H -6.7088 3.0476 -7.6398 0.4 0.2 0.1
H -8.2008 2.4407 -7.2137 -0.5 0.2 0.6
H -6.8521 2.2259 -6.0931 0.0 0.2 0.2
H -5.8916 4.1891 -4.8688 0.1 -0.1 0.0
H -5.4729 4.5692 -6.5201 -0.1 -0.2 -0.2
H -4.9684 6.5244 -5.2459 0.0 -0.1 -0.1
H -6.5534 6.4851 -4.4809 0.1 0.0 0.4
H -6.0800 7.1293 -7.3821 0.2 -0.3 0.0
H -6.6761 8.1323 -6.1257 -0.4 0.1 -0.1
H -9.0580 6.9144 -4.8541 0.2 -0.4 -0.2
H -8.9925 8.3092 -5.8387 -0.1 0.1 -0.2
H -10.1681 7.0472 -6.2375 0.1 -0.1 0.0
H -7.7764 8.2713 -8.3030 -0.2 0.3 0.1
H -7.7260 6.7587 -9.1026 0.5 -0.5 0.5
H -9.2253 7.3886 -8.7809 -0.5 0.0 0.8
H -8.0879 3.2331 -4.2260 0.4 0.3 0.0
H -9.4722 4.0213 -4.9032 -0.2 -0.8 -1.0
H -8.5457 4.9996 -4.1639 1.5 0.2 0.3
Cl -2.1422 9.6865 3.1761 0.5 -0.5 0.4
C -1.5989 8.5673 4.5121 -0.5 0.6 -0.2
C -2.5859 8.7218 5.6829 0.5 -0.5 -0.2
Cl -4.2599 8.2104 5.2317 0.7 0.2 0.3
H -0.5804 8.8362 4.7923 -0.2 0.4 0.2
H -1.4844 7.5712 4.0846 -0.7 0.0 0.1
H -2.6045 9.7409 6.0691 -0.2 0.0 -0.5
H -2.2579 8.1160 6.5277 -0.1 -0.3 -0.2
Cl -0.2044 -5.1386 6.2411 0.4 0.6 -0.3
C -0.2161 -6.3894 7.4603 -1.8 -1.3 0.6
C 0.6907 -6.1626 8.6333 1.3 0.7 -0.5
Cl 0.2975 -7.0987 10.1046 -0.1 0.1 -0.5
H -0.1077 -7.3431 6.9437 0.5 0.0 0.2
H -1.2321 -6.4345 7.8525 -0.1 0.2 -0.1
H 0.6904 -5.1015 8.8826 -0.2 -0.1 0.2
H 1.7109 -6.3894 8.3236 0.1 -0.2 0.3
Cl 3.4627 10.5020 -4.6986 1.1 -1.2 0.5
C 2.2846 11.2466 -5.7205 -0.6 2.3 0.1
C 2.0441 10.6072 -7.0315 -0.9 -1.2 -0.7
Cl 0.4059 11.1431 -7.7943 1.6 -0.4 0.8
H 2.7200 12.2244 -5.9264 -0.6 0.3 0.4
H 1.3921 11.2935 -5.0965 -0.1 0.3 -0.4
H 1.9957 9.5422 -6.8049 -0.4 -0.1 -0.7
H 2.8252 10.8029 -7.7661 -0.2 0.0 0.1
Cl 3.9288 -5.0585 -8.5120 0.5 0.3 -2.0
C 3.4529 -4.8514 -6.8836 0.8 -1.0 1.8
C 2.0109 -4.5152 -6.7691 -1.0 -0.5 -0.1
Cl 1.5078 -4.6959 -5.0571 0.0 0.5 0.0
H 4.1126 -4.1848 -6.3281 -0.2 0.5 -0.4
H 3.7031 -5.8188 -6.4483 -0.6 0.0 0.3
H 1.3745 -5.2438 -7.2713 0.3 0.0 -0.2
H 1.7796 -3.5438 -7.2062 0.0 0.1 0.5
C 6.0891 5.3765 -6.9531 -0.3 1.0 0.1
Cl 7.1457 5.5017 -5.5860 1.3 -0.2 0.6
Cl 5.8145 3.6727 -7.3651 -0.2 0.9 0.0
Cl 6.6129 6.3859 -8.3320 0.2 -0.6 0.1
H 5.2828 5.9795 -6.5355 -0.9 -1.1 -0.7
C 1.5519 2.4524 7.4359 0.9 0.8 0.2
Cl 1.2688 4.2053 7.5671 -0.6 0.0 -0.4
Cl 0.1079 1.4835 7.3481 0.0 0.1 0.1
Cl 2.5664 2.1011 8.8469 0.0 -0.7 0.0
H 2.1588 2.3188 6.5404 -0.3 -0.2 0.2
C 8.8116 -0.1203 -1.3749 -1.2 1.4 -0.9
Cl 7.1243 -0.2325 -2.0224 0.2 -0.4 0.9
Cl 9.0343 1.6813 -1.1187 0.4 -1.3 0.2
Cl 9.7958 -0.7270 -2.6615 1.0 -0.1 -0.1
H 8.9981 -0.6997 -0.4706 -0.4 0.4 -0.1
```
Forces are in eV/Å.

Calculated values
Multiplicity: 9
Orbital gap (alpha / beta) in eV: 8.900 / 9.290
Energy in Ha: -12122.467682